{"formula": "C6H8N2O", "method": "ωB97M-V/def2-TZVPD", "symbols": ["C", "C", "C", "C", "N", "N", "C", "C", "O", "H", "H", "H", "H", "H", "H", "H", "H"], "positions_angstrom": [[0.2671, -1.7454, 0.6347], [-1.1291, 0.2607, -1.0484], [-0.4463, 0.8496, 0.3610], [0.1233, -0.4766, -0.1434], [0.1867, 2.1146, 0.1014], [-1.0470, 0.9111, 1.6297], [0.6433, -0.3479, -1.4573], [1.5319, -0.4446, -2.3505], [-2.1439, 0.2981, -1.6539], [-2.0455, 1.0568, 1.5970], [0.9841, 2.2247, 0.7218], [0.4703, 2.2097, -0.8649], [-0.8506, 0.2529, 2.3697], [-0.4677, -2.5008, 0.3490], [1.2832, -2.1263, 0.5308], [0.1586, -1.6193, 1.7125], [2.4817, -0.9174, -2.4891]], "forces_ev_per_angstrom": [[0.203, -0.453, 0.146], [-0.663, 1.107, 5.836], [-0.417, 0.955, -3.450], [-1.691, -0.256, -1.180], [0.570, -0.243, 0.275], [-1.369, -0.365, 0.224], [5.479, -0.223, -1.720], [-3.320, -0.895, 2.740], [0.417, -0.649, -0.890], [0.009, 0.319, 0.055], [0.057, 0.283, -0.103], [0.189, -0.017, 0.013], [0.338, -0.414, -0.583], [0.239, -0.051, -0.139], [-0.025, -0.255, -0.332], [-0.289, 0.446, -0.035], [0.274, 0.710, -0.857]], "lowdin_charge": [-0.016, -0.196, -0.468, -0.270, 0.089, 0.113, -0.163, 0.150, 0.148, 0.095, 0.081, 0.074, 0.077, 0.094, 0.085, 0.071, 0.035], "mol_weight_g_mol": 124.1, "homo_energy_ev": -7.55, "lumo_ha": -0.0343, "energy_ev": -11372.418}



{"formula": "H24NeO12", "method": "ωB97M-V/def2-TZVPD", "symbols": ["Ne", "O", "H", "H", "O", "H", "H", "O", "H", "H", "O", "H", "H", "O", "H", "H", "O", "H", "H", "O", "H", "H", "O", "H", "H", "O", "H", "H", "O", "H", "H", "O", "H", "H", "O", "H", "H"], "positions_angstrom": [[0.0680, 0.0678, 0.2883], [3.5130, 0.2613, -2.2161], [3.5344, 0.1931, -1.2615], [3.8543, 1.1361, -2.4019], [3.6631, -0.1499, 0.6753], [3.0729, -0.9025, 0.7134], [3.3908, 0.4059, 1.4055], [-0.1865, -2.8528, -0.4428], [-0.7863, -2.6647, 0.2791], [0.6855, -2.7877, -0.0534], [-1.5509, 2.0091, -2.6402], [-1.7078, 2.2659, -3.5489], [-1.2562, 1.1001, -2.6952], [-3.8073, 1.6574, -1.2122], [-2.9796, 1.7735, -1.6787], [-3.6923, 0.8459, -0.7177], [-0.9742, 2.3576, 1.6070], [-0.4845, 1.6194, 1.9694], [-0.4136, 2.6986, 0.9101], [-3.5837, -0.2358, 1.0703], [-2.8150, -0.6749, 1.4342], [-3.8333, 0.4034, 1.7377], [0.2360, 3.1421, -0.8173], [-0.3898, 2.8093, -1.4605], [0.8544, 3.6619, -1.3308], [0.7010, 0.3565, 2.9875], [1.5601, 0.7766, 3.0278], [0.8837, -0.5755, 3.1069], [2.3885, -2.6687, 0.7240], [2.8715, -3.1686, 0.0659], [2.9091, -2.7572, 1.5223], [-1.6822, -2.1769, 1.8808], [-2.1218, -2.9335, 2.2689], [-0.8334, -2.1403, 2.3217], [-0.6530, -0.7599, -2.6848], [-0.6984, -1.2739, -1.8786], [0.2633, -0.8186, -2.9555]], "forces_ev_per_angstrom": [[0.031, -0.080, -0.155], [-0.127, -0.183, -0.517], [0.039, 0.039, 0.588], [0.060, 0.163, -0.089], [0.391, 0.272, 0.071], [-0.405, -0.444, -0.231], [0.016, 0.341, 0.002], [-0.047, -0.070, -0.728], [-0.475, 0.090, 0.262], [0.219, 0.057, 0.140], [0.290, 0.648, -0.160], [-0.149, 0.198, -0.209], [0.348, -1.095, 0.060], [-0.705, 0.073, 0.030], [0.212, 0.224, -0.173], [-0.043, -0.258, 0.463], [-0.332, 0.038, 0.513], [0.023, -0.184, 0.163], [0.140, 0.279, -0.531], [-0.349, -0.125, -0.181], [0.300, -0.187, 0.043], [-0.059, 0.366, 0.015], [0.599, 0.236, 0.450], [-0.626, -0.297, -0.469], [0.154, 0.140, 0.028], [-0.068, -0.119, 0.052], [0.162, 0.289, 0.109], [0.033, -0.195, 0.094], [-0.072, 0.221, 0.171], [0.213, -0.204, -0.377], [0.144, -0.239, 0.338], [0.158, 0.044, -0.076], [-0.342, -0.256, 0.087], [0.199, 0.137, 0.206], [-0.250, 0.551, -0.412], [0.008, -0.464, 0.486], [0.310, -0.011, -0.063]], "lowdin_charge": [0.055, -0.061, -0.025, 0.029, -0.036, -0.013, 0.038, -0.050, -0.012, -0.019, -0.036, 0.081, 0.022, -0.071, -0.041, -0.016, -0.065, -0.039, -0.026, -0.045, -0.015, 0.050, -0.049, -0.005, 0.045, -0.030, 0.047, 0.033, -0.028, 0.084, 0.070, -0.021, 0.080, 0.051, -0.036, 0.005, 0.050], "mol_weight_g_mol": 236.4, "homo_energy_ev": -9.43, "lumo_ha": -0.0312, "energy_ev": -28469.088}



{"formula": "C7H11ClS2", "method": "ωB97M-V/def2-TZVPD", "symbols": ["C", "C", "C", "C", "C", "C", "C", "S", "S", "Cl", "H", "H", "H", "H", "H", "H", "H", "H", "H", "H", "H"], "positions_angstrom": [[0.8687, 0.2315, -0.9294], [0.3430, 1.1380, 0.0336], [1.9210, -0.6449, -0.6675], [0.2564, -1.2878, 1.5110], [0.3986, 0.3489, -2.4051], [0.0548, 2.6354, -0.2182], [-2.5346, -1.8265, 1.9571], [0.2032, 0.4246, 1.5533], [-0.8492, -1.9136, 2.8106], [3.0043, -0.5432, 0.6931], [2.3021, -1.2117, -1.5033], [1.2966, -1.8195, 1.3524], [-0.6951, 0.1906, -2.5282], [1.0086, -0.3571, -3.1455], [0.6922, 1.3284, -2.6591], [-0.3553, 3.1054, 0.5888], [-0.5493, 2.6750, -1.1090], [0.9947, 3.0920, -0.4460], [-2.2799, -1.1723, 1.1002], [-3.4817, -1.5945, 2.4827], [-2.5991, -2.7987, 1.5286]], "forces_ev_per_angstrom": [[1.644, -0.646, -1.161], [0.422, -0.535, 0.557], [-1.392, 1.610, -0.606], [1.394, -0.862, 1.057], [0.980, -2.433, -0.072], [1.398, -3.195, -1.675], [1.423, 0.348, -0.817], [-1.178, 0.398, 0.179], [-0.013, 0.545, -0.613], [0.119, -0.036, -0.746], [0.122, -0.323, 0.250], [-2.868, 0.902, 0.473], [0.790, 0.150, 0.051], [-1.435, 1.313, 1.764], [-0.049, 1.333, -0.776], [-1.368, 1.138, 2.099], [-0.493, 0.343, -0.194], [0.631, 0.515, -0.192], [-0.745, 0.025, 0.578], [1.093, 0.253, 0.149], [-0.472, -0.844, -0.306]], "lowdin_charge": [-0.411, -0.555, -0.496, -0.861, -0.044, -0.057, -0.368, 0.917, 0.683, 0.647, 0.063, -0.015, 0.088, 0.121, 0.046, 0.036, 0.075, 0.078, 0.014, 0.046, -0.007], "mol_weight_g_mol": 194.8, "homo_energy_ev": [-7.18, -7.45], "lumo_ha": [-0.0192, -0.0165], "energy_ev": -41626.065}



{"formula": "C2H4N2O2", "method": "ωB97M-V/def2-TZVPD", "symbols": ["N", "C", "O", "N", "C", "O", "H", "H", "H", "H"], "positions_angstrom": [[-1.1356, 0.8210, -0.1510], [-1.3331, 1.0470, 1.0384], [-1.5407, 1.2632, 2.1577], [1.7763, -0.1477, 0.2232], [1.2603, -1.1541, -0.3617], [0.1155, -1.2521, -1.0544], [-1.7706, 1.2984, -0.7714], [-0.3975, -0.4767, -0.7665], [1.3003, 0.7396, 0.0275], [1.7250, -2.1384, -0.3419]], "forces_ev_per_angstrom": [[-0.394, 0.591, 0.674], [-0.753, 0.495, 0.652], [0.521, -0.371, -0.649], [0.018, -0.365, -0.489], [0.403, -0.037, 0.240], [0.319, -0.187, -0.028], [-0.090, 0.097, -0.328], [-0.321, 0.104, -0.427], [-0.044, -0.488, 0.092], [0.341, 0.160, 0.263]], "lowdin_charge": [0.144, -0.309, 0.219, 0.077, -0.380, -0.004, 0.123, -0.008, 0.028, 0.111], "mol_weight_g_mol": 88.1, "smiles": "[H]/N=C\\O.N=C=O", "homo_energy_ev": -9.98, "lumo_ha": 0.0072, "energy_ev": -9213.434}



Question: Which formula does entry 3 have?
Answer: C7H11ClS2